<one>
# C3H2N5O6

A cluster of 2 separate species, C3H2N5O6 in total (ωB97M-V/def2-TZVPD, OMol25).

Kohn-Sham gap = 8.062 eV
HOMO = -5.031 eV
charge = -1
multiplicity = 1

Each line ends with the Löwdin charge.
Element x y z (Å)
C 3.0188 -1.7639 0.4258  -0.46
C -2.0363 -0.1441 0.4794  -0.47
C 0.8970 1.1630 0.0469  0.01
N -0.5904 -0.6271 -0.0656  0.13
N 0.2911 0.1216 -0.1880  -0.01
N -2.1691 1.1391 0.6172  0.03
N -2.7974 -0.7299 -0.6879  -0.38
N 2.1459 1.6305 -0.0623  -0.44
O 3.0199 -1.1800 1.4035  0.21
O -3.3178 -1.8161 -0.5716  0.05
O 2.4236 2.7649 0.2893  0.01
O 3.1448 -2.4388 -0.5169  0.18
O -2.7525 -0.1019 -1.7519  0.02
O 3.0413 0.8791 -0.4884  -0.02
H -2.1433 -0.6304 1.3792  0.09
H -2.1757 1.7340 -0.3086  0.07

---

<two>
# C3H2N5O6

A structure of composition C3H2N5O6 (ωB97M-V/def2-TZVPD, OMol25).

Kohn-Sham gap (spin up / spin down) = 7.664 / 7.664 eV
HOMO (spin up / spin down) = -4.714 / -4.714 eV
charge = -1
multiplicity = 1

Each line ends with the Löwdin charge.
Element x y z (Å)
C 2.0973 -2.9108 0.4072  -0.55
C 0.3136 -0.2454 0.0825  -0.35
C -2.1048 -0.7215 0.1416  -0.17
N -0.1262 -1.6804 0.3633  0.01
N -1.3754 -1.7546 0.4109  0.04
N -0.8562 0.6231 0.0017  0.08
N 1.1556 0.2871 1.1279  -0.35
N -3.3721 -0.3709 0.3193  -0.45
O 2.3007 -3.2154 -0.6787  0.18
O 2.3399 -0.0191 1.1045  0.05
O -3.7683 0.7493 0.1417  0.03
O 2.1234 -2.6551 1.4949  0.20
O 0.7100 0.9280 2.0788  0.04
O -4.1392 -1.3608 0.4891  -0.04
H 0.9029 -0.4450 -0.8947  0.17
H -0.8632 1.2899 0.8450  0.09

---

Referenced to the most stable arrangement, the calculated values in kcal/mol are <one> 36.0; <two> 0.0.

---

<one>
# C2H7N4

The ion C2H7N4 with charge +1 (ωB97M-V/def2-TZVPD, OMol25).

Kohn-Sham gap = 9.217 eV
HOMO = -14.178 eV
structure (SMILES) = [H]/N=[N+]1/CCNN1
charge = +1
multiplicity = 1

Each line ends with the Löwdin charge.
Element x y z (Å)
H -0.3926 2.6504 -1.2055  0.09
N 0.3136 2.0590 -0.8849  0.25
N 0.0267 0.9210 -0.5665  -0.11
C 1.1925 -0.0063 0.2203  0.08
C 0.2289 -1.0107 0.8779  -0.12
N -0.9737 -1.0405 -0.0001  -0.03
N -1.1127 0.2230 -0.5072  0.04
H 1.6706 0.5723 0.8627  0.08
H 1.7190 -0.4849 -0.4696  0.08
H 0.5376 -2.1033 0.9857  0.16
H -0.0217 -0.4307 1.8338  0.15
H -1.0946 -1.7887 -0.6661  0.14
H -2.0935 0.4394 -0.4806  0.19

---

<two>
# C2H7N4

The ion C2H7N4 with charge +1 (ωB97M-V/def2-TZVPD, OMol25).

Kohn-Sham gap (spin up / spin down) = 8.456 / 8.634 eV
HOMO (spin up / spin down) = -14.904 / -14.574 eV
charge = +1
multiplicity = 1

Each line ends with the Löwdin charge.
Element x y z (Å)
C -1.7596 -0.2007 0.1064  -0.20
C 2.1507 -0.1680 0.0144  -0.01
N 0.1794 1.1882 -0.1361  0.05
N -1.0708 1.1937 -0.1402  0.08
N -0.9486 -1.2045 -0.3875  0.19
N 0.8269 0.1814 -0.2641  0.03
H -2.0542 -0.1149 1.1446  0.12
H -2.6637 -0.3505 -0.4463  0.13
H 1.9865 -0.2885 1.0487  0.09
H 2.8494 0.7132 -0.1781  0.15
H 2.5987 -1.0189 -0.4852  0.11
H -1.4972 2.0810 -0.3626  0.17
H -0.5976 -2.0115 0.0862  0.08

---

<three>
# C2H7N4

The ion C2H7N4 with charge +1 (ωB97M-V/def2-TZVPD, OMol25).

Kohn-Sham gap = 10.518 eV
HOMO = -15.160 eV
structure (SMILES) = [H]/N=N/NC(C)=[NH2+]
charge = +1
multiplicity = 1

Each line ends with the Löwdin charge.
Element x y z (Å)
H 3.7010 -0.1172 0.0502  0.10
N 2.8494 0.4384 -0.0885  0.12
N 1.9022 -0.3437 -0.0983  -0.01
N 0.7018 0.4572 -0.0381  0.05
C -0.5063 -0.0909 -0.0191  -0.34
C -1.7519 0.6954 -0.1615  0.01
N -0.4748 -1.3972 0.2533  0.19
H 0.9237 1.4877 0.1241  0.19
H -2.1024 0.7097 -1.2083  0.12
H -2.6027 0.3405 0.3929  0.09
H -1.7198 1.8118 0.2128  0.15
H -1.3361 -2.0330 0.3481  0.19
H 0.4159 -1.9588 0.2323  0.14

---

<four>
# C2H7N4

A cluster of 2 separate species, C2H7N4 in total (ωB97M-V/def2-TZVPD, OMol25).

Kohn-Sham gap = 10.525 eV
HOMO = -13.929 eV
charge = +1
multiplicity = 1

Each line ends with the Löwdin charge.
Element x y z (Å)
C 1.4252 -1.9590 -0.2748  0.09
C 0.2909 -1.8114 0.2474  0.09
N 0.4457 -1.2405 -1.1443  0.13
N 0.2981 1.2498 -0.3610  0.07
N -0.6023 0.8351 0.4025  -0.11
N -1.4261 1.6259 1.1502  0.13
H 2.4200 -2.2410 -0.3146  0.12
H -0.4086 -1.9978 0.9273  0.09
H 0.7453 -0.2493 -1.2225  0.09
H 0.4234 2.1710 -0.4476  0.03
H 0.1026 -1.7377 -1.9200  0.14
H -1.0631 2.4537 1.4557  0.08
H -2.1775 1.2252 1.5696  0.07

---

Referenced to the most stable arrangement, the calculated values in kcal/mol are <one> 75.2; <two> 97.3; <three> 0.0; <four> 87.9.

---

<one>
# C6H16NS

The ion C6H16NS with charge +1 (ωB97M-V/def2-TZVPD, OMol25).

Kohn-Sham gap = 10.948 eV
HOMO = -14.469 eV
charge = +1
multiplicity = 1

Each line ends with the Löwdin charge.
Element x y z (Å)
C 2.3946 -1.5107 0.6035  -0.09
C 2.6954 -0.2379 -0.1795  -0.25
C 1.4439 0.4480 -0.6942  -0.22
C 0.7812 1.3428 0.3404  -0.23
N -0.4405 2.0111 -0.2279  -0.30
S -1.9181 1.3737 0.1945  1.15
C -2.1799 -0.2912 -0.4574  -0.41
C -3.5318 -0.7560 0.1090  -0.12
H 3.3081 -2.0716 0.7415  0.08
H 1.9661 -1.2844 1.5749  0.07
H 1.7120 -2.1278 0.0261  0.07
H 3.2718 -0.5402 -1.0486  0.11
H 3.3345 0.4370 0.3819  0.12
H 1.6966 1.0808 -1.5416  0.12
H 0.7218 -0.3011 -1.0149  0.10
H 1.4462 2.1557 0.6022  0.13
H 0.5257 0.8162 1.2534  0.11
H -0.3561 2.0329 -1.2420  0.10
H -1.7140 1.0990 1.4945  0.05
H -1.3757 -0.9431 -0.1393  0.08
H -2.2261 -0.2301 -1.5374  0.10
H -3.6505 -1.8211 -0.0154  0.09
H -3.5868 -0.4862 1.1596  0.07
H -4.3186 -0.1959 -0.3833  0.08

---

<two>
# C6H16NS

A cluster of 2 separate species, C6H16NS in total (ωB97M-V/def2-TZVPD, OMol25).

Kohn-Sham gap = 9.097 eV
HOMO = -12.665 eV
charge = +1
multiplicity = 1

Each line ends with the Löwdin charge.
Element x y z (Å)
C -1.2677 -1.5625 -0.7848  -0.19
C -1.9977 -0.5914 -1.6950  -0.56
S -1.2430 -0.6074 -3.3738  0.76
N -1.8597 -1.3795 0.6626  0.17
H -0.1743 -1.3207 -0.6912  0.13
H -1.4151 -2.5956 -1.0258  0.12
H -1.9241 0.4404 -1.3198  0.08
H -3.0546 -0.8744 -1.7202  0.08
H -0.2225 0.2175 -3.0612  -0.12
H -1.4212 -2.0095 1.3502  0.17
H -2.8745 -1.5361 0.6793  0.17
H -1.6875 -0.4260 0.9784  0.09
C 0.1591 0.7728 1.5795  -0.13
C 1.5714 1.3883 1.5391  -0.25
C 2.4340 0.6605 0.5055  -0.19
C 2.9756 1.3020 -0.5735  0.01
H 0.2683 -0.3233 1.6478  0.06
H -0.5270 1.1074 2.3793  0.09
H -0.3240 0.9651 0.6035  0.06
H 2.0192 1.3225 2.5397  0.11
H 1.5404 2.4511 1.2636  0.11
H 2.5456 -0.4457 0.5813  0.10
H 3.6046 0.6965 -1.2317  0.06
H 2.8746 2.3480 -0.8328  0.06

---

Referenced to the most stable arrangement, the calculated values in kcal/mol are <one> 1.7; <two> 0.0.